Entry 1:
Density functional theory data (ωB97M-V with the def2-TZVPD basis set) for an isolated ion of composition C2H5N2 and charge +1 in a non-equilibrium geometry.

```
9
Properties=species:S:1:pos:R:3
H 2.192 -0.805 0.235
H -1.781 -1.074 0.903
N 1.568 -0.040 -0.018
C -1.103 -0.642 0.002
H -1.540 -0.887 -0.967
H 1.915 0.903 0.041
C 0.291 -0.045 0.056
H -0.895 1.761 -0.346
N -0.647 0.830 0.095
```

The value obtained for the energy relative to the best compared isomer or geometry (same formula, charge and spin) is 77.9 kJ/mol. As for the net charge: +1. As for the HOMO energy: -16.3 eV. The SMILES is [NH2+]=C1CN1.

Mulliken atomic charge list, values in e, 4 entries: number 1, H, carries 0.2950; number 2, H, carries 0.2556; number 3, N, carries -0.3010; number 4, C, carries -0.3282

---

Entry 2:
Density functional theory data (ωB97M-V with the def2-TZVPD basis set) for C34H47BeNO2P2 as an isolated structure in a non-equilibrium geometry.

```
87
Properties=species:S:1:pos:R:3
C 2.864 -3.006 0.104
H 1.444 4.696 1.113
H -0.201 5.782 4.206
C -2.488 -3.993 -1.944
H -1.060 3.428 4.316
H -6.900 0.569 -0.741
C -0.629 3.261 3.333
C 2.024 -5.170 -0.717
C 2.755 -1.612 0.319
C 0.413 3.296 -2.034
H -0.227 5.278 -2.590
C 0.421 4.809 -1.844
P 1.328 2.313 -0.741
H -0.067 -3.549 -3.050
H -1.806 -2.829 3.126
C -1.489 -2.210 2.283
C -0.900 -4.346 1.164
C 0.617 5.450 3.565
H 1.212 -5.731 -1.166
H 4.417 -0.982 1.527
N -0.776 0.694 0.647
H -0.448 -1.918 2.456
O 0.710 -3.232 -0.865
C -4.896 -0.003 -0.172
C -0.413 1.859 1.372
H -2.952 -4.261 -2.897
O 1.675 -0.959 0.349
H -1.554 3.204 -2.954
C 4.008 -0.799 0.530
C -4.466 1.231 0.306
H 0.142 -4.192 1.445
H 4.766 -1.057 -0.206
C -3.129 1.487 0.567
H -1.385 -4.904 1.971
C 1.784 -3.767 -0.487
H -2.688 -3.214 0.825
H 4.906 -3.109 0.850
H -1.650 1.397 3.059
H -1.247 -2.836 -4.160
H 4.749 2.823 0.565
H -4.226 -1.914 -0.841
H -3.266 -3.999 -1.178
C 0.498 2.787 0.830
C -3.915 -0.956 -0.426
C 4.096 -3.669 0.398
C -1.794 -2.640 -2.087
H -2.523 -1.895 -2.400
H 0.039 5.078 -0.855
C -1.627 -3.015 0.985
H 3.362 -6.806 -0.602
C -2.153 0.495 0.380
H 3.454 3.573 1.496
C 0.784 3.951 1.546
P -1.174 -1.919 -0.481
C 3.212 -5.750 -0.408
C 2.947 3.223 -0.601
C 3.666 2.850 0.710
H 3.760 1.825 -2.074
C 0.240 4.208 2.795
H 0.920 3.046 -2.971
H 2.753 4.297 -0.600
H -2.100 -1.309 2.280
C -0.741 -2.709 -3.198
C 3.781 2.896 -1.845
H -0.139 -1.799 -3.244
H -6.502 -1.122 -1.081
C -0.959 2.117 2.632
H -2.843 2.470 0.918
H 3.763 0.255 0.446
H -0.921 -4.962 0.268
H 3.397 3.424 -2.722
H -1.758 -4.766 -1.698
H -1.569 3.025 -1.195
C -2.565 -0.733 -0.170
H -6.828 -0.602 0.572
H 1.481 5.260 4.208
Be 0.270 -0.385 0.069
H 1.418 5.237 -1.961
C -1.022 2.767 -2.105
H 4.823 3.194 -1.708
C -6.362 -0.306 -0.371
H -1.050 1.680 -2.205
H -5.193 2.020 0.476
C 4.273 -4.994 0.168
H 5.205 -5.477 0.428
H 0.880 6.268 2.892
H 3.346 1.881 1.097
```

The value obtained for the energy relative to the best compared isomer or geometry (same formula, charge and spin) is 204.3 kJ/mol. As for the HOMO energy: -7.0 eV.

Mulliken atomic charge list, values in e, 4 entries: number 1, C, carries 0.8717; number 2, H, carries 0.4226; number 3, H, carries 0.3970; number 4, C, carries -1.5602

---

Entry 3:
Density functional theory data (ωB97M-V with the def2-TZVPD basis set) for the molecule C2H9PSi2 in a non-equilibrium geometry.

```
14
Properties=species:S:1:pos:R:3
H -1.308 0.260 -3.062
P 1.651 -0.022 0.176
C 1.335 0.303 2.107
H -0.051 -1.903 -2.281
H 1.277 -0.058 -3.260
H -2.612 -0.008 -0.512
H -1.393 -1.026 1.427
Si -1.502 0.162 0.377
H -1.651 1.591 0.854
H 0.819 1.277 2.169
Si 0.013 -0.438 -2.403
H 0.833 -0.512 2.424
H 2.448 0.350 2.569
C 0.141 0.023 -0.585
```

The value obtained for the energy relative to the best compared isomer or geometry (same formula, charge and spin) is 0.0 kJ/mol. As for the HOMO energy: -9.2 eV. The SMILES is CP=C([SiH3])[SiH3].

Mulliken atomic charge list, values in e, 4 entries: number 1, H, carries -0.0750; number 2, P, carries 0.0466; number 3, C, carries -1.0170; number 4, H, carries -0.0792

---

Entry 4:
Density functional theory data (ωB97M-V with the def2-TZVPD basis set) for the molecule N2 in a non-equilibrium geometry.

```
2
Properties=species:S:1:pos:R:3
N 0.116 0.085 0.672
N -0.116 -0.085 -0.672
```

The value obtained for the energy relative to the best compared isomer or geometry (same formula, charge and spin) is 340.4 kJ/mol. As for the HOMO energy: -13.6 eV. The SMILES is N#N.

Population analysis type Mulliken, resulting atomic charges in e: number 1, N, carries 0.0000; number 2, N, carries 0.0000

---

Entry 5:
Density functional theory data (ωB97M-V with the def2-TZVPD basis set) for a 2-piece molecular cluster, C14H28N5O9P2 overall in a non-equilibrium geometry.

```
58
Properties=species:S:1:pos:R:3
H 2.291 -3.902 4.382
H -1.753 1.854 -2.876
H -6.297 4.301 -2.223
N 2.432 -3.398 3.501
O 4.039 0.995 0.714
H -0.235 -0.035 1.841
C 0.680 -1.646 4.065
H -5.578 3.090 -4.046
H 2.789 -1.567 4.490
H 3.077 1.563 -0.600
H 4.693 -1.045 2.764
C -3.627 1.205 -2.019
H 6.361 -1.212 -0.703
H -5.309 -0.510 -0.055
C -1.317 1.145 0.413
H -6.153 2.804 -1.291
H 6.614 0.417 -0.024
C -5.619 3.489 -1.953
O 5.024 0.729 -2.167
H 2.352 -0.155 2.486
C -3.609 -1.176 -1.162
H 4.854 0.972 -3.090
P 4.440 -0.417 0.471
H 6.679 -1.010 1.036
H -3.215 -0.621 -3.023
H -0.768 -2.050 5.182
H -4.217 1.461 -1.141
C 2.162 -1.947 3.675
H 1.938 -1.618 1.569
C 0.173 -0.374 -0.212
P 3.633 0.124 -1.840
N -5.183 2.791 -3.165
N -0.400 0.214 0.861
C 2.564 -1.225 2.371
O 3.553 -0.965 -0.712
C -1.287 1.104 -0.954
H -4.763 3.915 -1.427
C 4.042 -1.385 1.955
H 0.901 -1.178 -0.203
C 6.190 -0.572 0.164
H 1.855 -3.806 2.765
O 2.650 1.283 -1.445
H -2.319 2.869 -1.558
O 3.231 -0.492 -3.106
H -0.093 -0.079 -2.284
O 0.143 -2.363 5.077
H 4.267 -2.435 1.753
H -1.970 1.757 1.025
O -3.147 -2.292 -1.327
N -0.344 0.165 -1.329
H -3.746 -0.048 0.664
C -4.289 -0.831 0.148
N -3.503 -0.258 -2.123
O -4.059 1.298 -4.362
C -4.329 1.770 -3.266
H -4.318 -1.725 0.770
O 0.042 -0.811 3.431
C -2.221 1.833 -1.888
```

As for the net charge: +1. As for the HOMO energy: -12.1 eV.

Mulliken atomic charge list, values in e, 4 entries: number 1, H, carries 0.2961; number 2, H, carries 0.4906; number 3, H, carries 0.3390; number 4, N, carries -0.6288

---

Entry 6:
Density functional theory data (ωB97M-V with the def2-TZVPD basis set) for C17H39GeN2O4PSSeTi as an isolated structure in a non-equilibrium geometry.

```
67
Properties=species:S:1:pos:R:3
H 1.315 4.969 -2.305
H -3.758 -0.874 3.264
O 0.918 -0.533 -0.387
H -1.162 -2.421 -0.637
C 1.157 5.543 1.410
C 3.390 -0.794 -0.629
Ti -0.560 0.628 0.401
H -3.564 4.819 1.043
H 3.508 0.126 -1.197
H -0.510 0.165 5.458
P 0.723 3.137 0.474
H -2.105 -3.248 3.292
Se -2.574 0.296 -1.403
H -6.367 0.194 0.798
C -2.981 -0.124 3.102
C -3.572 -1.025 -0.544
H -3.106 0.663 3.848
C -2.050 -2.915 -1.039
H -5.803 0.712 -0.811
H 0.425 0.993 2.749
H 0.470 5.392 2.245
O -0.884 2.797 0.782
H -2.042 5.010 1.914
C -1.380 -2.769 2.631
C -5.494 0.371 0.175
S 2.124 -0.486 0.620
H 4.337 -1.024 -0.141
C -5.184 -2.099 0.539
C 2.158 -2.140 1.301
H 3.149 -2.281 1.732
C -4.237 -3.005 0.211
H -1.769 -2.820 1.616
C 1.684 2.868 -1.975
H -2.036 -3.970 -0.779
C -0.681 -0.860 5.131
Ge -1.149 -0.895 3.222
C -1.957 3.647 0.247
C -2.681 4.291 1.402
H 1.396 -2.219 2.067
H 2.148 5.200 1.716
C 1.176 6.984 0.965
H 2.157 4.146 -3.626
C 0.072 0.144 2.148
H -2.064 -2.796 -2.121
H -4.175 -4.063 0.390
O 0.576 2.610 -1.078
H -0.467 -3.364 2.673
H 0.209 7.272 0.557
H 0.224 -1.433 5.333
C 1.376 4.042 -2.873
H -6.115 -2.206 1.064
N -4.763 -0.878 0.061
H -3.000 3.536 2.122
O 0.715 4.736 0.289
N -3.247 -2.326 -0.465
H 1.822 1.949 -2.545
H -2.598 2.984 -0.334
H -3.163 0.336 2.124
H 3.083 -1.603 -1.284
H -1.505 4.378 -0.422
H 1.938 7.149 0.205
H 1.395 7.631 1.814
H 2.591 3.037 -1.382
H -4.860 1.123 0.639
H 0.429 3.883 -3.388
H 1.992 -2.851 0.493
H -1.488 -1.286 5.730
```

The value obtained for the energy relative to the best compared isomer or geometry (same formula, charge and spin) is 69.9 kJ/mol. As for the net charge: +1. The multiplicity is 2. As for the HOMO energy (spin up / spin down): -9.4 / -9.5 eV. The expectation value of S² is 0.78.

Mulliken atomic charge list, values in e, 4 entries: number 1, H, carries 0.1884; number 2, H, carries 0.3275; number 3, O, carries -0.4698; number 4, H, carries 0.2668

---

Entry 7:
Density functional theory data (ωB97M-V with the def2-TZVPD basis set) for C7H11I2N2O2Y as an isolated structure in a non-equilibrium geometry.

```
25
Properties=species:S:1:pos:R:3
O -1.258 1.198 0.470
C -1.630 1.809 -0.516
C 3.212 -0.436 -0.966
H -0.703 -3.367 0.985
H 4.284 -0.345 -0.744
O 2.231 1.221 0.550
H 0.283 -3.010 2.406
I 0.197 -0.389 4.374
H 3.775 -2.987 -1.572
C 2.972 -2.838 -0.867
H 0.460 -4.594 1.569
C -3.364 -2.644 -2.542
C 1.553 -1.612 0.460
C 2.177 -3.691 -0.215
H -3.289 -2.379 -1.484
N 2.608 -1.568 -0.465
H 2.167 -4.772 -0.271
I -1.851 -1.481 -2.308
Y 0.729 0.345 1.619
C 0.295 -3.516 1.428
H 2.679 0.655 -0.178
H -4.359 -2.339 -2.930
N 1.325 -2.951 0.582
H 2.887 -0.132 -1.972
H -3.255 -3.753 -2.664
```

The value obtained for the energy relative to the best compared isomer or geometry (same formula, charge and spin) is 0.0 kJ/mol. As for the net charge: -2. As for the HOMO energy (spin up / spin down): 2.4 / 1.0 eV.

Mulliken atomic charge list, values in e, 4 entries: number 1, O, carries -0.2239; number 2, C, carries -0.5857; number 3, C, carries -1.1235; number 4, H, carries 0.1880

---

How do the records compare in total energy? In the order shown, they have -5126.239 -60588.146 -27261.165 -2977.550 -59428.565 -194527.762 -31751.911 eV.